[1]
The following is a quantum chemistry calculation of a 2-piece molecular cluster, C3H9O3 overall, from the Open Molecules 2025 dataset.

Positions of all 15 atoms, in Å:
1 H 0.797 1.365 0.513
2 C 0.924 -0.753 0.190
3 O 0.123 -0.721 -1.004
4 H 0.011 0.058 -2.836
5 O -0.401 0.319 -3.677
6 H 1.330 0.599 1.926
7 H -1.028 1.512 1.980
8 H 0.740 -1.707 0.698
9 H -0.592 -0.049 2.697
10 C 0.676 0.442 1.072
11 H -1.321 0.064 -3.562
12 H -0.749 -0.688 -0.638
13 O -1.695 -0.140 1.004
14 H 1.952 -0.777 -0.112
15 C -0.765 0.476 1.749

As for the spin multiplicity: 2. The HOMO-LUMO gap (alpha / beta) is 0.4222 / 0.3055 hartree. The LUMO energy (alpha / beta) is 0.76 / -2.26 eV. Its net charge is 0. For the relative energy (zero: lowest compared OMol25 entry of this formula, charge and spin), the calculation gives 4.2 kcal per mole. The calculation puts the energy at -9396.828 eV.

Atomic charges from the natural (NBO) analysis, expressed in e, are listed below:
1. H 0.220
2. C -0.080
3. O -0.735
4. H 0.490
5. O -0.956
6. H 0.219
7. H 0.167
8. H 0.172
9. H 0.233
10. C -0.431
11. H 0.459
12. H 0.481
13. O -0.309
14. H 0.196
15. C -0.126

=====

[2]
The following is a quantum chemistry calculation of one molecule with the formula C3H9OPS, from the Open Molecules 2025 dataset.

Positions of all 15 atoms, in Å:
1 C -0.611 0.717 1.612
2 H 0.800 -0.136 -1.945
3 H 0.620 -2.181 -0.481
4 H 1.312 0.753 -0.519
5 C 1.429 -1.379 -0.386
6 S -2.180 -1.295 -0.602
7 C 0.764 -0.102 -0.905
8 H 2.382 -1.654 -0.794
9 H -0.550 1.781 1.574
10 H 1.465 -1.218 0.653
11 P -0.976 0.116 -0.180
12 H -2.170 1.864 -1.539
13 O -1.491 1.905 -0.793
14 H -1.234 0.389 2.551
15 H 0.437 0.440 1.754

The HOMO-LUMO gap is 0.3647 hartree. The LUMO energy is 0.71 eV. Its net charge is 0. For the relative energy (zero: lowest compared OMol25 entry of this formula, charge and spin), the calculation gives 37.2 kcal per mole. The calculation puts the energy at -25428.470 eV.

Atomic charges from the natural (NBO) analysis, expressed in e, are listed below:
1. C -0.948
2. H 0.240
3. H 0.226
4. H 0.223
5. C -0.616
6. S -0.502
7. C -0.702
8. H 0.227
9. H 0.257
10. H 0.197
11. P 1.407
12. H 0.488
13. O -0.992
14. H 0.267
15. H 0.226

=====

[3]
The following is a quantum chemistry calculation of a 2-piece molecular cluster, C3H9OS overall, from the Open Molecules 2025 dataset.

Positions of all 14 atoms, in Å:
1 C 0.757 -0.458 0.961
2 O -1.138 0.500 -1.555
3 H -0.268 -0.889 0.926
4 H -1.626 2.154 -0.399
5 H 1.055 -0.609 1.999
6 H 1.431 -1.119 -1.044
7 H -0.268 0.605 -1.115
8 C -1.946 1.135 -0.538
9 H 1.732 -2.300 0.242
10 H -2.966 1.182 -0.926
11 H -1.892 0.439 0.310
12 H 2.654 -0.774 0.268
13 S 0.807 1.372 0.858
14 C 1.668 -1.238 0.015

The HOMO-LUMO gap is 0.2495 hartree. The LUMO energy is 4.18 eV. Its net charge is -1. For the relative energy (zero: lowest compared OMol25 entry of this formula, charge and spin), the calculation gives 26.4 kcal per mole. The calculation puts the energy at -16139.913 eV.

Atomic charges from the natural (NBO) analysis, expressed in e, are listed below:
1. C -0.532
2. O -0.791
3. H 0.157
4. H 0.186
5. H 0.185
6. H 0.197
7. H 0.488
8. C -0.247
9. H 0.175
10. H 0.136
11. H 0.175
12. H 0.203
13. S -0.702
14. C -0.628

=====

[4]
The following is a quantum chemistry calculation of a 2-piece molecular cluster, C3H9OS overall, from the Open Molecules 2025 dataset.

Positions of all 14 atoms, in Å:
1 H 1.771 0.777 0.859
2 H -1.247 0.486 3.057
3 H 1.175 0.162 -3.598
4 C 1.131 0.047 1.351
5 H -0.387 0.218 -2.533
6 S -0.502 0.012 0.724
7 O 1.380 -0.237 -1.663
8 H 1.457 -0.449 2.251
9 H -2.359 1.227 1.887
10 H -2.384 -0.578 2.180
11 H 0.941 -0.428 -0.796
12 C 0.546 -0.264 -2.811
13 H 0.260 -1.302 -3.036
14 C -1.781 0.329 2.128

The HOMO-LUMO gap is 0.1892 hartree. The LUMO energy is 4.01 eV. Its net charge is -1. For the relative energy (zero: lowest compared OMol25 entry of this formula, charge and spin), the calculation gives 80.6 kcal per mole. The calculation puts the energy at -16137.563 eV.

Atomic charges from the natural (NBO) analysis, expressed in e, are listed below:
1. H 0.179
2. H 0.202
3. H 0.165
4. C -1.106
5. H 0.172
6. S 0.022
7. O -0.787
8. H 0.172
9. H 0.180
10. H 0.187
11. H 0.505
12. C -0.250
13. H 0.139
14. C -0.781

=====

[5]
The following is a quantum chemistry calculation of C3H9OS as an isolated structure, from the Open Molecules 2025 dataset.

Positions of all 14 atoms, in Å:
1 S -1.618 -2.114 0.334
2 O 0.063 -0.161 -0.778
3 H 1.917 0.016 0.160
4 H 0.514 -0.204 1.212
5 H 2.651 2.549 -0.354
6 H 1.279 3.622 -0.533
7 H -0.664 -0.991 -0.281
8 H 1.166 2.020 1.481
9 H -0.261 2.081 0.445
10 C 1.575 2.572 -0.546
11 C 0.846 0.262 0.265
12 H -1.624 -2.780 -0.829
13 C 0.785 1.778 0.482
14 H 1.412 2.185 -1.544

The HOMO-LUMO gap is 0.2811 hartree. The LUMO energy is 4.09 eV. Its net charge is -1. For the relative energy (zero: lowest compared OMol25 entry of this formula, charge and spin), the calculation gives 16.0 kcal per mole. The calculation puts the energy at -16140.361 eV.

Atomic charges from the natural (NBO) analysis, expressed in e, are listed below:
1. S -0.763
2. O -0.840
3. H 0.108
4. H 0.140
5. H 0.181
6. H 0.184
7. H 0.368
8. H 0.168
9. H 0.194
10. C -0.607
11. C -0.041
12. H 0.107
13. C -0.413
14. H 0.213

=====

[6]
The following is a quantum chemistry calculation of a 2-piece molecular cluster, C3H9PS overall, from the Open Molecules 2025 dataset.

Positions of all 14 atoms, in Å:
1 H -0.818 2.405 -0.530
2 C 0.408 1.468 0.986
3 H 1.329 1.202 0.379
4 H 0.482 2.407 1.547
5 H 2.550 -2.999 -0.748
6 H 0.256 0.570 1.687
7 C -0.851 1.656 0.171
8 H -1.640 1.935 0.791
9 H 0.932 -2.581 -1.888
10 H 1.623 -1.243 -0.995
11 S -2.089 -0.910 0.773
12 P -1.440 0.183 -0.843
13 H -2.448 -1.801 -0.116
14 C 1.707 -2.291 -1.214

The HOMO-LUMO gap (alpha / beta) is 0.3007 / 0.2789 hartree. The LUMO energy (alpha / beta) is -0.59 / 0.18 eV. Its net charge is 0. For the relative energy (zero: lowest compared OMol25 entry of this formula, charge and spin), the calculation gives 81.4 kcal per mole. The calculation puts the energy at -23377.465 eV.

Atomic charges from the natural (NBO) analysis, expressed in e, are listed below:
1. H 0.216
2. C -0.616
3. H 0.213
4. H 0.217
5. H 0.187
6. H 0.212
7. C -0.708
8. H 0.214
9. H 0.165
10. H 0.160
11. S -0.265
12. P 0.381
13. H 0.137
14. C -0.514

=====

[7]
The following is a quantum chemistry calculation of a 2-piece molecular cluster, C3H9S overall, from the Open Molecules 2025 dataset.

Positions of all 13 atoms, in Å:
1 C 1.678 -0.745 1.075
2 H 0.575 -1.453 2.800
3 H 0.004 2.135 -1.630
4 H -0.736 1.838 -0.116
5 H 1.841 0.294 0.605
6 S -0.739 -0.212 -1.145
7 H -0.382 -0.634 1.496
8 C -0.891 1.629 -1.145
9 H 2.559 -1.322 1.520
10 H 1.430 -1.301 0.209
11 C 0.519 -0.628 2.138
12 H 0.597 0.331 2.570
13 H -1.897 1.975 -1.546

The HOMO-LUMO gap is 0.2337 hartree. The LUMO energy is 4.30 eV. Its net charge is -1. For the relative energy (zero: lowest compared OMol25 entry of this formula, charge and spin), the calculation gives 27.3 kcal per mole. The calculation puts the energy at -14091.970 eV.

Atomic charges from the natural (NBO) analysis, expressed in e, are listed below:
1. C -0.613
2. H 0.178
3. H 0.166
4. H 0.179
5. H 0.213
6. S -0.745
7. H 0.260
8. C -0.745
9. H 0.160
10. H 0.234
11. C -0.647
12. H 0.185
13. H 0.176

=====

[8]
The following is a quantum chemistry calculation of a 2-piece molecular cluster, C3H9S2 overall, from the Open Molecules 2025 dataset.

Positions of all 14 atoms, in Å:
1 C -2.002 1.502 1.034
2 H -2.224 1.906 2.022
3 S 1.645 -0.577 0.344
4 C 1.078 -0.817 -1.368
5 S -1.780 -0.281 1.062
6 H 2.140 0.921 -2.180
7 H -1.108 1.990 0.657
8 H -2.850 1.758 0.423
9 C 1.150 0.459 -2.204
10 H 0.902 0.275 -3.260
11 H 1.714 -1.578 -1.832
12 H 0.463 1.215 -1.807
13 H 0.061 -1.205 -1.422
14 H -0.397 -0.306 0.875

The HOMO-LUMO gap is 0.2341 hartree. The LUMO energy is 3.60 eV. Its net charge is -1. For the relative energy (zero: lowest compared OMol25 entry of this formula, charge and spin), the calculation gives 9.4 kcal per mole. The calculation puts the energy at -24928.338 eV.

Atomic charges from the natural (NBO) analysis, expressed in e, are listed below:
1. C -0.742
2. H 0.190
3. S -0.624
4. C -0.523
5. S -0.205
6. H 0.196
7. H 0.224
8. H 0.194
9. C -0.612
10. H 0.169
11. H 0.174
12. H 0.193
13. H 0.178
14. H 0.189

=====

[9]
The following is a quantum chemistry calculation of a 2-piece molecular cluster, C3H9S2 overall, from the Open Molecules 2025 dataset.

Positions of all 14 atoms, in Å:
1 C 0.592 0.725 1.993
2 H -1.080 0.033 3.172
3 H 1.403 -0.225 -1.005
4 H 1.436 0.287 1.508
5 H 1.597 0.438 -2.583
6 C 0.003 -0.187 3.125
7 C 1.272 -0.449 -2.002
8 S -0.460 -1.108 -2.201
9 S -0.594 1.119 0.579
10 H -0.834 -0.369 -1.068
11 H 1.734 -1.422 -2.303
12 H 0.882 1.687 2.471
13 H 0.381 0.083 4.114
14 H 0.141 -1.220 2.949

The HOMO-LUMO gap is 0.2366 hartree. The LUMO energy is 3.64 eV. Its net charge is -1. For the relative energy (zero: lowest compared OMol25 entry of this formula, charge and spin), the calculation gives 23.0 kcal per mole. The calculation puts the energy at -24927.749 eV.

Atomic charges from the natural (NBO) analysis, expressed in e, are listed below:
1. C -0.497
2. H 0.211
3. H 0.228
4. H 0.176
5. H 0.198
6. C -0.628
7. C -0.702
8. S -0.235
9. S -0.679
10. H 0.196
11. H 0.195
12. H 0.174
13. H 0.174
14. H 0.190

=====

[10]
The following is a quantum chemistry calculation of a 2-piece molecular cluster, C3H9S2 overall, from the Open Molecules 2025 dataset.

Positions of all 14 atoms, in Å:
1 H 1.487 0.493 -3.066
2 H 0.004 -2.605 0.548
3 H 0.671 -1.357 1.659
4 H 0.717 1.927 -2.637
5 C 0.184 -1.527 0.705
6 H -0.014 0.274 -2.268
7 C -1.287 0.559 1.668
8 S 1.838 0.923 -0.702
9 C 0.875 0.914 -2.242
10 H 0.836 -1.229 -0.117
11 H -0.311 1.016 1.530
12 H -2.053 1.331 1.565
13 S -1.554 -0.961 0.646
14 H -1.393 0.243 2.712

The HOMO-LUMO gap is 0.2059 hartree. The LUMO energy is 3.34 eV. Its net charge is -1. For the relative energy (zero: lowest compared OMol25 entry of this formula, charge and spin), the calculation gives 27.5 kcal per mole. The calculation puts the energy at -24927.556 eV.

Atomic charges from the natural (NBO) analysis, expressed in e, are listed below:
1. H 0.165
2. H 0.184
3. H 0.207
4. H 0.175
5. C -0.735
6. H 0.172
7. C -0.736
8. S -0.722
9. C -0.749
10. H 0.272
11. H 0.259
12. H 0.205
13. S 0.117
14. H 0.184